Record 1
The following is a DFT calculation (ωB97M-V/def2-TZVPD) of a structure of composition C44H50BrClIN7O12S2SiSr.

Cartesian coordinates (Å):
Sr -1.635 -2.465 0.877
O 3.173 -1.884 5.328
C 2.046 -2.033 4.575
C 1.224 -0.958 4.268
C 0.118 -1.189 3.471
N -0.174 -2.398 2.998
C 0.613 -3.430 3.303
C 1.735 -3.302 4.101
C 0.265 -4.761 2.617
O 0.774 -5.788 3.054
O -0.503 -4.624 1.608
C -0.818 -0.042 3.054
O -0.832 0.944 3.789
O -1.486 -0.256 1.997
H 3.283 -0.946 5.522
H 1.419 0.048 4.622
H 2.347 -4.166 4.315
C -0.526 -0.431 -3.379
C -0.571 -1.466 -2.311
N -1.615 -1.882 -1.710
N -2.826 -1.218 -2.029
C -3.849 -1.963 -2.522
N -5.075 -1.448 -2.236
S -3.636 -3.314 -3.468
C 0.710 -2.061 -1.813
C 1.820 -2.181 -2.632
C 2.999 -2.664 -2.091
C 3.030 -2.999 -0.752
C 1.864 -2.863 -0.012
N 0.727 -2.413 -0.524
H -0.068 0.462 -2.938
H -1.522 -0.205 -3.749
H 0.110 -0.755 -4.202
H -3.096 -0.579 -1.273
H -5.173 -0.952 -1.359
H -5.839 -2.048 -2.495
H 1.774 -1.882 -3.669
H 3.886 -2.756 -2.706
H 3.932 -3.355 -0.275
H 1.848 -3.119 1.040
O -6.470 0.195 3.771
C -6.196 1.278 3.079
O -6.680 2.355 3.353
C -5.262 1.129 1.925
C -4.784 2.188 1.175
Cl -4.975 3.867 1.364
N -4.019 1.689 0.184
N -3.954 0.350 0.253
C -4.682 -0.007 1.298
C -4.717 -1.475 1.679
O -5.351 -1.789 2.703
O -4.079 -2.251 0.928
C -3.259 2.379 -0.810
C -1.888 2.179 -0.851
C -1.146 2.848 -1.814
C -1.776 3.691 -2.719
C -3.153 3.870 -2.671
C -3.904 3.209 -1.713
H -6.007 -0.632 3.382
H -1.403 1.531 -0.126
H -0.071 2.696 -1.823
H -1.190 4.214 -3.465
H -3.645 4.523 -3.381
H -4.978 3.335 -1.660
Br -2.042 -9.664 -1.110
C -3.439 -8.496 -1.647
C -4.412 -9.022 -2.487
C -5.454 -8.221 -2.921
C -5.518 -6.896 -2.511
C -4.547 -6.383 -1.669
C -3.489 -7.174 -1.222
I -2.076 -6.284 0.036
H -4.342 -10.056 -2.798
H -6.208 -8.632 -3.580
H -6.316 -6.251 -2.856
H -4.589 -5.345 -1.368
C 2.149 5.211 -2.722
C 3.081 4.112 -2.220
C 3.055 2.927 -3.185
C 4.506 4.648 -2.088
O 2.607 3.758 -0.934
Si 2.777 2.348 -0.055
S 1.577 0.823 -0.662
O 2.635 2.852 1.518
C 1.673 3.694 2.152
C 2.126 5.144 1.982
C 1.676 3.307 3.626
C 0.280 3.496 1.566
O 4.406 2.009 -0.182
C 5.211 1.152 0.617
C 6.002 2.037 1.579
C 6.148 0.428 -0.346
C 4.397 0.127 1.407
H 2.456 5.569 -3.708
H 2.156 6.049 -2.022
H 1.128 4.830 -2.783
H 3.384 3.246 -4.178
H 2.048 2.511 -3.252
H 3.711 2.130 -2.830
H 4.888 4.975 -3.060
H 5.155 3.869 -1.687
H 4.519 5.495 -1.399
H 3.127 5.272 2.402
H 1.438 5.821 2.496
H 2.160 5.401 0.923
H 2.696 3.364 4.017
H 1.288 2.296 3.747
H 1.036 3.978 4.203
H 0.268 3.781 0.512
H -0.444 4.113 2.104
H -0.027 2.454 1.657
H 6.586 2.769 1.016
H 6.680 1.441 2.196
H 5.306 2.573 2.225
H 6.721 1.154 -0.927
H 5.556 -0.178 -1.035
H 6.842 -0.222 0.193
H 3.704 0.625 2.087
H 5.073 -0.505 1.991
H 3.808 -0.494 0.733

Properties
LUMO energy: 3.5 eV
energy: -202505.9960 eV
total charge: -2


Record 2
The following is a DFT calculation (ωB97M-V/def2-TZVPD) of a structure of composition C44H50F5N5O3P3S3SeSiSrTe.

Cartesian coordinates (Å):
Sr -0.403 -0.772 0.187
F -0.600 -2.450 7.492
C -0.459 -2.671 6.174
C -0.709 -1.670 5.259
F -1.102 -0.456 5.689
C -0.556 -1.918 3.909
F -0.812 -0.875 3.075
C -0.168 -3.147 3.371
S -0.020 -3.459 1.680
C 0.080 -4.131 4.344
F 0.467 -5.355 3.967
C -0.059 -3.909 5.700
F 0.191 -4.894 6.576
C -0.390 3.447 -5.653
Si -1.098 3.655 -3.924
C -2.892 3.150 -3.974
C -1.038 5.482 -3.468
C 0.091 2.781 -2.749
C 1.397 3.242 -2.802
C 2.392 2.723 -1.978
C 2.024 1.703 -1.129
N 0.787 1.211 -1.051
C -0.202 1.746 -1.814
S -1.813 1.173 -1.549
H -0.966 4.023 -6.382
H -0.424 2.397 -5.950
H 0.650 3.774 -5.712
H -3.396 3.771 -4.722
H -3.377 3.290 -3.009
H -3.009 2.101 -4.245
H -1.621 6.078 -4.175
H -0.018 5.872 -3.459
H -1.465 5.634 -2.473
H 1.657 4.037 -3.496
H 3.409 3.090 -1.999
H 2.756 1.253 -0.466
C -3.476 1.451 3.764
P -3.271 1.102 1.962
C -3.561 2.795 1.306
C -4.913 0.318 1.625
C -6.100 0.963 1.986
C -7.335 0.387 1.760
C -7.406 -0.867 1.164
C -6.242 -1.515 0.799
C -4.985 -0.941 1.018
P -3.461 -1.841 0.478
C -3.903 -2.213 -1.262
C -3.708 -3.481 1.254
H -4.402 1.977 4.001
H -2.636 2.064 4.096
H -3.446 0.515 4.323
H -4.486 3.247 1.671
H -3.568 2.756 0.216
H -2.719 3.421 1.609
H -6.057 1.942 2.450
H -8.240 0.910 2.046
H -8.367 -1.334 0.983
H -6.307 -2.490 0.333
H -4.853 -2.741 -1.358
H -3.110 -2.839 -1.674
H -3.937 -1.282 -1.830
H -4.678 -3.920 1.009
H -3.611 -3.394 2.337
H -2.909 -4.133 0.896
S 6.445 -1.733 2.299
C 4.735 -1.412 1.926
C 4.260 -1.481 0.625
C 2.924 -1.202 0.398
N 2.064 -0.882 1.368
C 2.523 -0.861 2.615
C 3.846 -1.109 2.945
C 7.205 -0.605 1.153
C 8.290 -1.011 0.393
C 8.881 -0.091 -0.463
N 8.458 1.160 -0.611
C 7.409 1.535 0.122
C 6.758 0.705 1.019
H 4.912 -1.740 -0.198
H 2.525 -1.263 -0.609
H 1.803 -0.639 3.392
H 4.173 -1.059 3.975
H 8.663 -2.024 0.457
H 9.730 -0.385 -1.069
H 7.075 2.558 -0.008
H 5.916 1.067 1.594
C 2.574 -5.712 -1.806
C 2.622 -4.240 -2.155
O 1.534 -3.484 -1.613
P 0.034 -3.438 -2.197
O -0.563 -2.194 -1.593
Te -1.249 -5.396 -1.969
O 0.398 -3.161 -3.747
C -0.680 -2.952 -4.671
C -0.608 -3.983 -5.773
H 3.498 -6.188 -2.145
H 1.727 -6.207 -2.276
H 2.482 -5.843 -0.727
H 2.658 -4.084 -3.236
H 3.512 -3.785 -1.715
H -0.571 -1.937 -5.057
H -1.637 -3.012 -4.147
H 0.360 -3.938 -6.274
H -1.391 -3.801 -6.511
H -0.743 -4.980 -5.352
Se 0.336 1.895 3.811
N -0.128 2.194 2.122
C 0.303 3.405 1.824
C 0.052 4.061 0.574
C 0.552 5.302 0.384
C 1.313 5.976 1.403
C 1.550 5.411 2.608
C 1.035 4.097 2.866
N 1.177 3.446 4.003
H -0.539 3.550 -0.172
H 0.377 5.809 -0.557
H 1.694 6.967 1.191
H 2.109 5.916 3.385

Properties
LUMO energy: 1.0 eV
energy: -215354.1989 eV
total charge: -1


Record 3
The following is a DFT calculation (ωB97M-V/def2-TZVPD) of a structure of composition C44H51AsBaClF4N3O4Si2Te.

Cartesian coordinates (Å):
Ba 0.907 -1.426 0.398
C 0.446 2.400 -1.455
N 1.450 2.725 -0.461
C 1.298 4.090 -0.007
C 2.804 2.464 -0.952
C 3.279 1.031 -0.712
N 2.567 -0.040 -1.379
C 2.923 -0.441 -2.595
C 2.352 -1.651 -3.096
F 1.496 -2.324 -2.269
C 2.653 -2.215 -4.304
F 2.086 -3.389 -4.631
C 3.525 -1.612 -5.197
C 4.079 -0.423 -4.768
F 4.926 0.230 -5.592
C 3.815 0.143 -3.542
F 4.420 1.326 -3.271
H 0.468 3.116 -2.301
H -0.550 2.421 -1.005
H 0.632 1.397 -1.836
H 0.281 4.253 0.356
H 1.488 4.823 -0.814
H 1.984 4.293 0.816
H 3.491 3.117 -0.405
H 2.889 2.725 -2.018
H 3.173 0.854 0.367
H 4.358 1.012 -0.908
H 3.755 -2.039 -6.160
O -0.014 -3.481 7.859
C 0.989 -3.759 7.165
O 2.118 -4.155 7.512
C 0.816 -3.506 5.647
C -0.441 -3.268 5.100
C -0.550 -2.999 3.749
N 0.510 -2.892 2.941
C 1.721 -3.125 3.466
C 1.911 -3.467 4.797
C 2.862 -2.899 2.480
O 3.615 -3.828 2.205
O 2.875 -1.716 1.987
H -1.302 -3.294 5.754
H -1.518 -2.835 3.282
H 2.899 -3.673 5.186
Cl -2.169 -2.513 -0.544
C -2.027 -0.772 0.196
H -2.794 -0.800 0.979
H -2.445 -0.160 -0.612
C -5.417 0.903 -3.454
C -5.156 -0.401 -3.849
C -3.858 -0.898 -3.822
C -2.810 -0.091 -3.398
C -3.080 1.212 -2.987
C -4.374 1.711 -3.021
As -0.951 -0.707 -3.252
C -1.043 -2.317 -4.342
C -1.426 -3.583 -3.919
C -1.365 -4.650 -4.806
C -0.906 -4.455 -6.103
C -0.503 -3.196 -6.522
C -0.568 -2.120 -5.642
C -0.150 -0.738 -5.947
C 0.370 -0.298 -7.160
C 0.730 1.032 -7.313
C 0.578 1.925 -6.260
C 0.072 1.487 -5.043
C -0.299 0.160 -4.886
H -6.430 1.285 -3.470
H -5.968 -1.040 -4.175
H -3.666 -1.918 -4.128
H -2.275 1.841 -2.621
H -4.569 2.726 -2.695
H -1.765 -3.731 -2.902
H -1.664 -5.638 -4.479
H -0.846 -5.293 -6.787
H -0.125 -3.059 -7.528
H 0.506 -0.990 -7.982
H 1.145 1.372 -8.255
H 0.873 2.961 -6.380
H -0.021 2.184 -4.220
C -2.683 3.516 3.943
Si -2.786 2.017 2.819
C -4.499 1.263 2.936
C -2.456 2.539 1.055
C -1.521 0.760 3.374
Te 0.476 1.306 2.835
C 1.394 0.109 4.364
Si 1.660 0.982 5.995
C 0.029 1.645 6.643
C 2.833 2.423 5.711
C 2.384 -0.206 7.240
H -3.330 4.325 3.593
H -1.657 3.892 3.974
H -2.976 3.263 4.966
H -5.273 1.984 2.660
H -4.707 0.913 3.950
H -4.581 0.406 2.262
H -3.217 3.237 0.693
H -2.438 1.666 0.396
H -1.482 3.030 0.977
H -1.710 -0.207 2.908
H -1.527 0.641 4.459
H 2.324 -0.255 3.921
H 0.742 -0.760 4.476
H -0.440 2.315 5.916
H 0.177 2.202 7.573
H -0.661 0.824 6.856
H 2.411 3.125 4.987
H 3.790 2.068 5.318
H 3.033 2.967 6.638
H 1.685 -1.020 7.451
H 2.608 0.297 8.184
H 3.306 -0.659 6.868

Properties
LUMO energy: 3.6 eV
energy: -167095.2632 eV
total charge: -2


Record 4
The following is a DFT calculation (ωB97M-V/def2-TZVPD) of a structure of composition C44H51BCsN9O2Sb2.

Cartesian coordinates (Å):
Cs 0.216 -0.401 -1.326
C 3.254 1.746 -4.627
C 4.049 1.382 -3.409
C 5.339 0.881 -3.529
C 6.083 0.524 -2.414
C 5.519 0.670 -1.157
C 4.229 1.163 -1.005
C 3.626 1.337 0.356
C 3.476 1.529 -2.131
N 2.140 1.921 -1.992
C 1.842 3.164 -2.322
O 2.629 4.100 -2.583
C 0.345 3.496 -2.422
C 0.027 4.771 -2.888
C -1.299 5.123 -3.029
C -2.271 4.199 -2.702
C -1.885 2.947 -2.225
N -0.598 2.610 -2.089
C -3.018 1.997 -1.815
O -4.178 2.374 -2.086
N -2.644 0.893 -1.193
C -3.638 0.117 -0.599
C -3.810 -1.223 -1.003
C -3.118 -1.740 -2.234
C -4.669 -2.055 -0.294
C -5.380 -1.594 0.806
C -5.258 -0.261 1.166
C -4.422 0.605 0.468
C -4.373 2.054 0.849
H 3.776 1.442 -5.537
H 3.076 2.823 -4.660
H 2.275 1.260 -4.606
H 5.761 0.762 -4.523
H 7.084 0.125 -2.526
H 6.082 0.391 -0.272
H 4.355 1.134 1.144
H 2.768 0.672 0.505
H 3.259 2.357 0.473
H 0.845 5.439 -3.119
H -1.574 6.109 -3.388
H -3.329 4.397 -2.790
H -3.145 -0.996 -3.031
H -3.614 -2.648 -2.584
H -2.075 -2.007 -2.061
H -4.785 -3.083 -0.624
H -6.034 -2.259 1.359
H -5.827 0.129 2.005
H -4.677 2.204 1.889
H -5.026 2.633 0.192
H -3.372 2.463 0.701
C 1.433 -3.473 -5.468
C 0.760 -2.448 -4.782
N 0.696 -2.698 -3.483
N 1.309 -3.880 -3.297
C 1.755 -4.369 -4.471
B 1.526 -4.555 -1.918
N 2.629 -3.862 -1.096
C 3.848 -4.383 -0.850
C 4.580 -3.460 -0.138
C 3.694 -2.381 0.014
N 2.526 -2.629 -0.563
N 0.207 -4.684 -1.139
C -0.376 -5.849 -0.792
C -1.558 -5.566 -0.143
C -1.607 -4.163 -0.141
N -0.543 -3.642 -0.737
H 1.647 -3.548 -6.521
H 0.324 -1.541 -5.176
H 2.271 -5.314 -4.508
H 1.920 -5.677 -2.145
H 4.102 -5.367 -1.208
H 5.596 -3.546 0.209
H 3.861 -1.433 0.501
H 0.092 -6.788 -1.039
H -2.273 -6.262 0.262
H -2.374 -3.510 0.247
C 0.333 4.320 0.801
Sb 0.245 2.303 1.530
C 1.838 2.627 2.959
C -1.372 2.818 2.948
C -1.287 2.228 4.313
C -0.632 2.935 5.326
C -0.501 2.436 6.611
C -1.050 1.200 6.919
C -1.725 0.496 5.935
C -1.858 0.979 4.632
C -2.599 0.159 3.631
Sb -1.342 -1.141 2.383
C -2.336 -2.935 3.044
C 0.234 -1.315 3.843
H 0.416 4.998 1.651
H -0.569 4.543 0.229
H 1.194 4.438 0.143
H 1.487 3.198 3.817
H 2.632 3.180 2.459
H 2.240 1.676 3.307
H -2.294 2.541 2.446
H -1.331 3.908 3.004
H -0.227 3.913 5.089
H 0.018 3.013 7.367
H -0.963 0.790 7.918
H -2.173 -0.463 6.175
H -3.186 0.762 2.942
H -3.283 -0.524 4.137
H -2.424 -2.924 4.132
H -1.771 -3.810 2.724
H -3.329 -2.969 2.593
H -0.163 -1.647 4.802
H 0.723 -0.349 3.979
H 0.971 -2.032 3.479

Properties
LUMO energy: 3.8 eV
energy: -78266.7679 eV
total charge: -2


F_max: 0.327 1.267 0.545 0.207 (eV/A)
HOMO-LUMO gap: 6.6 5.5 6.5 6.6 (eV)
Energy above the lowest of the compared OMol25 structures with the same formula, charge and spin: 1.4 0.0 2.7 7.6 (kcal/mol)